2 unconnected molecules or ions with the total composition C5H13NO at a distorted geometry, computed with the ωB97M-V functional and the def2-TZVPD basis.

```
! wB97M-V def2-TZVPD RIJCOSX def2/J DEFGRID3
* xyz 0 1
C 1.1866 -0.6523 -2.0044
C -0.2512 -1.0729 -2.3400
H 1.7467 -0.6121 -2.9325
H 1.2557 0.3269 -1.5363
H 1.6477 -1.4051 -1.3781
H -1.0090 -1.1131 -1.5471
H -0.2495 -2.0081 -2.9049
H -0.6651 -0.3965 -3.0982
C 0.0552 1.2461 2.0010
C -0.7628 1.7038 0.7997
C 0.0147 -0.2395 2.2961
O 0.2540 -0.6692 3.4092
N -0.2767 -1.0596 1.2547
H 1.1128 1.4789 1.8642
H -0.3316 1.7293 2.8912
H -1.7803 1.3112 0.8351
H -0.3418 1.4474 -0.1702
H -0.3332 -2.0457 1.4472
H -0.4147 -0.7625 0.3045
H -0.8576 2.7929 0.8086
*
```

Calculated values
HOMO energy: -9.61 eV
HOMO-LUMO gap: 0.384 hartree
SMILES: CCC(N)=O.CC
E: -328.31473 Eh